No. 1
Here is 3 unconnected molecules or ions with the total composition C5H12O from the Open Molecules 2025 dataset. Energies are from wB97M-V/def2-TZVPD.

Last column: natural (NBO) charge in e.
Positions of all 18 atoms, in Å:
C  -0.13  -0.27  2.15  -0.72
C  0.66  0.41  1.05  0.61
C  1.67  -0.45  0.31  -0.73
O  0.51  1.58  0.79  -0.55
H  -0.63  -1.17  1.77  0.23
H  -0.86  0.42  2.56  0.24
H  0.55  -0.59  2.95  0.23
H  1.27  -1.44  0.10  0.22
H  2.56  -0.58  0.94  0.23
H  1.96  0.04  -0.62  0.24
H  0.65  2.57  -2.16  -0.03
H  0.66  2.39  -1.44  0.03
C  -1.28  0.02  -1.79  -0.37
C  -1.67  -0.99  -1.02  -0.41
H  -1.65  1.03  -1.65  0.20
H  -0.56  -0.13  -2.59  0.19
H  -1.30  -2.00  -1.16  0.19
H  -2.40  -0.83  -0.22  0.20

* ΔE to the lowest compared entry with this formula, charge and spin: 46.4 kcal/mol
* HOMO level: -9.662 eV
* LUMO: 1.0 eV
* max |F|: 0.47 eV Å⁻¹
* multiplicity: 1
* SMILES: CC(C)=O.[H][H].C=C
* charge: 0
* HOMO-LUMO gap: 0.39079 Ha

No. 2
Here is 2 unconnected molecules or ions with the total composition C5H12O at a distorted geometry from the Open Molecules 2025 dataset. Energies are from wB97M-V/def2-TZVPD.

Last column: natural (NBO) charge in e.
Positions of all 18 atoms, in Å:
C  1.55  -2.41  0.01  -0.38
C  1.13  -1.13  -0.15  -0.18
C  -0.25  -0.45  0.01  -0.46
C  -0.55  0.34  -1.28  -0.38
C  -0.11  1.80  -1.15  -0.63
H  0.93  -3.20  -0.04  0.18
H  2.67  -2.75  0.29  0.20
H  1.88  -0.33  -0.02  0.18
H  -1.23  -1.04  0.25  0.21
H  -0.13  0.01  0.99  0.23
H  -1.76  0.29  -1.54  0.20
H  0.03  -0.13  -2.04  0.22
H  0.22  2.26  -0.23  0.20
H  0.72  2.02  -1.68  0.21
H  -0.96  2.33  -1.63  0.21
O  -1.14  0.44  2.84  -0.93
H  -2.00  0.69  3.18  0.47
H  -0.99  1.26  2.18  0.47

* ΔE to the lowest compared entry with this formula, charge and spin: 75.3 kcal/mol
* HOMO level: -9.329 eV
* LUMO: 0.7 eV
* max |F|: 4.88 eV Å⁻¹
* multiplicity: 1
* SMILES: C=CCCC.O
* charge: 0
* HOMO-LUMO gap: 0.36841 Ha